Version A
Formula: C2H7N5O
Source: OMol25
Level of theory: the ωB97M-V functional and the def2-TZVPD basis

```
15
C2H7N5O the ωB97M-V functional and the def2-TZVPD basis
H -2.6072 1.8168 -0.1670
N -2.5828 0.8092 0.0283
C -1.3734 0.3922 0.0337
N -1.2721 -0.9701 -0.1349
O -2.4433 -1.7435 0.1330
N -0.2094 1.0910 0.0694
C 1.1600 0.6664 0.0006
N 1.5753 -0.5533 0.1563
N 2.9717 -0.6812 -0.1088
H -0.3458 -1.3756 0.0987
H -3.0607 -1.0748 -0.3320
H -0.3338 2.0447 -0.0532
H 1.7934 1.6172 -0.0393
H 3.4735 -0.3840 0.6816
H 3.2545 -1.6549 -0.3664
```

Summary:
HOMO level, eV: -8.61
SMILES string: [H]/N=C(/NO)N/C=N/N
Gap between HOMO and LUMO, eV: 9.3

Results of the natural (NBO) charge analysis, in e, for atoms 1 through 6:
1. H 0.3362
2. N -0.8094
3. C 0.5447
4. N -0.3539
5. O -0.5382
6. N -0.6112


Version B
Formula: C2H7N5O
Source: OMol25
Level of theory: the ωB97M-V functional and the def2-TZVPD basis

```
15
C2H7N5O the ωB97M-V functional and the def2-TZVPD basis
N 0.1694 1.7670 -1.5390
N 0.9922 1.0231 -0.6877
C 0.5915 0.1739 0.3517
N -0.6705 0.1116 0.7662
C -1.7468 0.0497 0.1700
O -2.0079 -0.0869 -1.1177
N 1.4954 -0.8124 0.7348
N 1.0162 -2.1142 1.3354
H -0.4731 1.0805 -1.9456
H -0.5205 2.4141 -0.9615
H 2.0058 1.1528 -0.8679
H -2.6396 -0.1830 0.9849
H 2.4554 -0.6463 1.1220
H 0.5831 -1.5830 2.4020
H 0.5652 -2.7075 0.8097
```

Summary:
HOMO level, eV: -9.15
SMILES string: NNC(=NC=O)NN
Gap between HOMO and LUMO, eV: 9.6

Results of the natural (NBO) charge analysis, in e, for atoms 1 through 6:
1. N -0.6332
2. N -0.4198
3. C 0.6394
4. N -0.6377
5. C 0.5043
6. O -0.7258


Version C
Formula: C2H7N5O
Source: OMol25
Level of theory: the ωB97M-V functional and the def2-TZVPD basis

```
15
C2H7N5O the ωB97M-V functional and the def2-TZVPD basis
H 0.2766 1.5030 -0.3451
N 1.3088 1.3697 -0.4559
C 1.5204 0.2503 0.0909
N 2.6940 -0.4125 0.0052
N 0.6492 -0.5348 0.8568
O -0.6014 0.0514 1.1460
C -1.5291 -0.2389 0.1163
N -2.5368 0.6282 0.1720
N -1.2817 -1.2676 -0.6315
H -1.9320 -1.2458 -1.4183
H 3.0106 -1.0570 0.7321
H 3.3552 -0.0128 -0.5622
H 0.4147 -1.2942 0.2618
H -2.3812 1.4534 0.7741
H -2.9673 0.8074 -0.7424
```

Summary:
HOMO level, eV: -9.25
SMILES string: [H]/N=C(/N)NO/C(N)=N/[H]
Gap between HOMO and LUMO, eV: 9.9

Results of the natural (NBO) charge analysis, in e, for atoms 1 through 6:
1. H 0.3256
2. N -0.7320
3. C 0.5327
4. N -0.8162
5. N -0.3537
6. O -0.3841


The winner here is version C, beating the second structure by 41.2 kcal/mol.


Version A
Formula: CH4NO2S
Source: OMol25
Level of theory: the ωB97M-V functional and the def2-TZVPD basis

```
9
CH4NO2S the ωB97M-V functional and the def2-TZVPD basis
C 1.4633 0.6711 -0.9699
N -0.9815 -0.7270 1.0126
O -0.1374 2.2414 0.4143
O 1.4178 0.8580 1.6579
S 0.6031 0.9811 0.4437
H 1.9458 -0.2414 -1.0812
H 0.6712 0.5626 -1.6304
H -1.2847 0.1090 1.4989
H -0.3496 -1.2598 1.6061
```

Summary:
Charge: -1
HOMO level (spin up / spin down), eV: -3.71 / -3.70
Gap between HOMO and LUMO (spin up / spin down), eV: 7.9 / 7.9

Results of the natural (NBO) charge analysis, in e, for atoms 1 through 6:
1. C -1.0338
2. N -1.1107
3. O -0.9568
4. O -0.9850
5. S 2.0652
6. H 0.1951


Version B
Formula: CH4NO2S
Source: OMol25
Level of theory: the ωB97M-V functional and the def2-TZVPD basis

```
9
CH4NO2S the ωB97M-V functional and the def2-TZVPD basis
C -0.7773 0.4725 0.1694
N -0.8717 1.2891 -1.1200
O 2.4855 -0.9465 1.6934
O 1.3054 -2.6413 0.2066
S 1.2532 -1.6642 1.2976
H 0.0091 1.4248 -1.5875
H -1.8032 0.1589 0.2856
H -0.3957 1.2127 0.8439
H -1.2054 0.6939 -1.7892
```

Summary:
Charge: -1
HOMO level (spin up / spin down), eV: -1.38 / -3.31
Gap between HOMO and LUMO (spin up / spin down), eV: 5.7 / 7.5

Results of the natural (NBO) charge analysis, in e, for atoms 1 through 6:
1. C -0.3815
2. N -0.8605
3. O -0.9949
4. O -0.9902
5. S 1.2952
6. H 0.3338


The winner here is version B, beating the second structure by 10.4 kcal/mol.


Version A
Formula: C3H2ClN3O
Source: OMol25
Level of theory: the ωB97M-V functional and the def2-TZVPD basis

```
10
C3H2ClN3O the ωB97M-V functional and the def2-TZVPD basis
O 1.0261 0.2865 2.0611
C 0.7036 0.5459 0.7932
C -0.3276 0.0596 0.0732
N -1.2035 -0.9551 0.6148
N -1.7949 -1.5159 -0.3913
N -1.4984 -0.9663 -1.6037
C -0.5748 -0.0052 -1.4058
Cl 0.2895 0.7418 -2.6340
H 1.8378 0.7141 2.2617
H 1.5422 1.0945 0.2308
```

Summary:
HOMO level, eV: -10.08
SMILES string: O/C=C1\N=NN=C1Cl
Gap between HOMO and LUMO, eV: 8.9

Results of the natural (NBO) charge analysis, in e, for atoms 1 through 6:
1. O -0.5979
2. C 0.3147
3. C -0.1423
4. N -0.1791
5. N -0.0120
6. N -0.2928


Version B
Formula: C3H2ClN3O
Source: OMol25
Level of theory: the ωB97M-V functional and the def2-TZVPD basis

```
10
C3H2ClN3O the ωB97M-V functional and the def2-TZVPD basis
C -1.2422 0.9196 -0.3464
C -1.2687 -0.4650 0.2567
C 1.4675 0.3970 0.4049
N -0.2489 1.6527 -0.3933
N -0.2856 -1.2388 0.3136
N 1.1298 -0.7741 0.0029
O 1.9146 -1.6679 -0.2583
Cl 2.9183 1.0486 0.0233
H -2.2537 1.2022 -0.4878
H -2.1311 -1.0744 0.4845
```

Summary:
HOMO level (spin up / spin down), eV: -9.30 / -9.30
Gap between HOMO and LUMO (spin up / spin down), eV: 7.6 / 7.6

Results of the natural (NBO) charge analysis, in e, for atoms 1 through 6:
1. C -0.0662
2. C 0.0495
3. C 0.1405
4. N -0.2497
5. N -0.1978
6. N 0.1465


The winner here is version A, beating the second structure by 114.3 kcal/mol.


Version A
Formula: C4H3N2O3S
Source: OMol25
Level of theory: the ωB97M-V functional and the def2-TZVPD basis

```
13
C4H3N2O3S the ωB97M-V functional and the def2-TZVPD basis
C -1.2593 2.0656 0.5191
C -0.2002 0.1448 -0.9522
C -0.9389 0.7992 1.2117
C 1.4375 -2.1019 -1.3509
N -1.4499 2.9944 -0.1147
N -0.0305 0.0780 0.3377
O 1.1148 -0.4939 0.7188
O 2.3210 -1.5467 -1.8110
O 0.4978 -2.5236 -0.8754
S -0.2603 0.5318 -2.4351
H 0.9769 -1.2852 1.2930
H -0.3796 0.9956 2.0970
H -1.8294 0.3421 1.3619
```

Summary:
Charge: +1
HOMO level, eV: -15.75
Gap between HOMO and LUMO, eV: 9.1

Results of the natural (NBO) charge analysis, in e, for atoms 1 through 6:
1. C 0.2091
2. C 0.1579
3. C -0.3024
4. C 1.0186
5. N -0.1946
6. N -0.1144


Version B
Formula: C4H3N2O3S
Source: OMol25
Level of theory: the ωB97M-V functional and the def2-TZVPD basis

```
13
C4H3N2O3S the ωB97M-V functional and the def2-TZVPD basis
O -2.8599 -0.0212 -0.1374
N -1.8389 -0.3623 0.4457
C -0.5061 -0.0140 -0.0871
C 0.6434 -0.5589 0.5829
N 0.6649 -1.1749 1.6896
C -0.4932 -1.6016 2.2235
O -0.5087 -2.9109 2.6081
O -0.5615 -1.8669 3.5257
C -1.8875 -1.0458 1.6498
S -3.3367 -1.2866 2.4717
H -0.3132 1.1330 -0.1417
H -0.7086 -0.3201 -1.0534
H 1.6158 -0.1062 0.2776
```

Summary:
Charge: +1
HOMO level (spin up / spin down), eV: -14.72 / -14.78
SMILES string: O=[N+]1CC=NC2(OO2)C1=S
Gap between HOMO and LUMO (spin up / spin down), eV: 5.9 / 5.8

Results of the natural (NBO) charge analysis, in e, for atoms 1 through 6:
1. O -0.0974
2. N 0.2336
3. C -0.3705
4. C 0.1377
5. N -0.3512
6. C 0.5152


The winner here is version A, beating the second structure by 128.0 kcal/mol.